Entry 1:
C25H28Cl2N6O3S2Ta as an isolated structure. Source: the OMol25 dataset; level of theory: ωB97M-V/def2-TZVPD.

Kohn-Sham gap: 7.202 eV
max |F|: 3.9 eV/Å
HOMO energy: -10.48 eV
net charge: +1
E: -89726.8182 eV
lowest unoccupied orbital energy: -3.2791 eV

Each line ends with the natural charge from an NBO analysis.
Cartesian coordinates (Å):
Ta1 0.225 0.256 0.843  2.066
Cl1 -0.579 -0.426 4.308  0.064
C1 0.992 0.088 4.652  -0.061
C2 1.640 0.029 5.904  -0.218
C3 3.034 0.212 6.055  -0.185
C4 3.804 0.641 4.959  -0.225
C5 3.149 0.803 3.727  -0.016
Cl2 4.124 1.441 2.460  0.038
C6 1.762 0.418 3.515  0.043
N1 1.406 0.234 2.229  -0.794
H1 0.996 -0.223 6.739  0.234
H2 3.506 -0.172 6.968  0.236
H3 4.831 0.840 5.061  0.236
C7 -0.356 7.590 -2.783  -0.650
C8 -0.310 6.129 -2.558  0.068
C9 -0.637 5.129 -3.505  -0.230
C10 -0.422 3.810 -3.194  -0.141
C11 0.072 3.360 -1.964  -0.400
C12 0.158 4.332 -0.944  -0.104
C13 0.041 5.634 -1.272  -0.235
S1 0.412 1.627 -1.811  2.373
O1 -0.728 0.777 -1.453  -0.988
O2 1.129 1.254 -3.009  -0.881
O3 1.309 1.444 -0.488  -0.948
H4 0.620 7.813 -3.135  0.241
H5 -0.666 8.147 -1.848  0.235
H6 -1.064 7.890 -3.585  0.234
H7 -0.752 5.394 -4.563  0.230
H8 -0.546 3.125 -4.047  0.237
H9 0.449 4.029 0.065  0.227
H10 0.285 6.415 -0.528  0.223
C14 -0.985 -4.091 -2.872  -0.435
C15 -0.954 -2.637 -3.089  -0.207
N2 -0.499 -1.953 -1.898  -0.617
C16 0.572 -2.370 -1.183  0.677
N3 1.156 -1.581 -0.296  -0.732
C17 2.654 -1.804 -0.035  -0.214
C18 2.915 -3.270 0.192  -0.433
C19 2.361 -4.055 -0.998  -0.217
N4 1.050 -3.631 -1.439  -0.416
C20 0.381 -4.521 -2.441  -0.205
H11 -1.333 -4.460 -3.826  0.243
H12 -1.739 -4.382 -2.165  0.209
H13 -1.934 -2.233 -3.405  0.229
H14 -0.285 -2.511 -3.990  0.195
H15 -0.732 -0.970 -1.719  0.444
H16 2.853 -1.110 0.806  0.244
H17 3.201 -1.424 -0.936  0.206
H18 2.526 -3.613 1.160  0.223
H19 4.015 -3.332 0.223  0.240
H20 2.396 -5.129 -0.655  0.218
H21 3.016 -4.078 -1.883  0.203
H22 0.458 -5.570 -2.008  0.226
H23 1.039 -4.484 -3.339  0.199
C21 -5.852 -1.235 1.794  -0.677
C22 -4.388 -1.066 1.594  0.348
C23 -3.602 -2.128 1.110  -0.323
C24 -2.255 -1.961 0.943  0.130
N5 -1.670 -0.764 1.137  -0.669
C25 -2.492 0.231 1.622  0.341
S2 -1.575 1.721 1.820  -0.089
N6 -3.779 0.106 1.912  -0.469
H24 -6.051 -2.004 2.499  0.251
H25 -6.432 -1.602 0.902  0.253
H26 -6.232 -0.268 2.116  0.255
H27 -4.070 -3.116 0.939  0.242
H28 -1.614 -2.745 0.611  0.222



Entry 2:
C22H56BFInN4O9S as an isolated structure. Source: the OMol25 dataset; level of theory: ωB97M-V/def2-TZVPD.

Kohn-Sham gap: 6.178 eV
max |F|: 4.1 eV/Å
HOMO energy: -4.35 eV
net charge: -1
E: -67511.8889 eV
lowest unoccupied orbital energy: 1.8298 eV

Each line ends with the Löwdin charge.
Cartesian coordinates (Å):
N1 -1.870 -2.154 8.609  0.101
B1 -0.519 -1.792 8.933  -0.681
O1 -0.186 -1.723 10.286  0.023
In1 0.898 -1.381 7.162  0.573
S1 -0.207 0.513 5.877  0.142
C1 0.938 -3.090 5.718  -0.258
C2 2.080 -4.052 5.841  -0.362
F1 3.226 -3.515 5.315  -0.063
C3 2.911 -0.592 7.798  -0.185
C4 3.782 -1.509 8.534  -0.661
O2 4.308 -1.201 9.530  0.101
O3 4.006 -2.782 8.044  0.030
H1 -2.143 -1.713 7.742  0.038
H2 -2.499 -1.852 9.348  0.061
H3 0.340 -0.929 10.424  0.066
H4 -0.706 1.286 6.852  -0.320
H5 0.933 -2.731 4.696  0.024
H6 0.033 -3.664 5.876  0.032
H7 2.250 -4.373 6.860  0.080
H8 1.882 -4.956 5.272  0.096
H9 3.417 -0.143 6.962  0.047
H10 2.723 0.213 8.483  0.035
H11 3.348 -3.350 8.461  0.090
C5 4.363 -1.955 -0.632  -0.115
O4 3.432 -0.984 -1.070  -0.199
C6 2.521 -1.451 -2.061  -0.212
C7 1.113 -1.556 -1.517  -0.211
N2 0.997 -2.647 -0.551  -0.039
C8 -0.270 -2.656 0.177  -0.192
C9 -0.586 -1.451 1.053  -0.231
O5 0.244 -1.287 2.175  -0.168
C10 1.463 -0.615 1.917  -0.079
H12 5.094 -1.450 -0.002  0.088
H13 3.883 -2.739 -0.038  0.081
H14 4.887 -2.411 -1.478  0.084
H15 2.851 -2.404 -2.486  0.120
H16 2.526 -0.706 -2.864  0.115
H17 0.426 -1.732 -2.345  0.102
H18 0.860 -0.585 -1.066  0.101
H19 1.751 -2.572 0.118  0.070
H20 -0.271 -3.545 0.813  0.119
H21 -1.087 -2.787 -0.543  0.111
H22 -1.596 -1.594 1.453  0.125
H23 -0.618 -0.523 0.467  0.085
H24 1.370 0.119 1.115  0.068
H25 2.251 -1.337 1.681  0.077
H26 1.762 -0.097 2.829  0.094
C11 -3.302 -1.252 -7.990  -0.118
O6 -3.371 0.031 -7.400  -0.195
C12 -4.576 0.280 -6.684  -0.218
C13 -4.320 0.365 -5.194  -0.216
N3 -3.974 -0.937 -4.640  -0.049
C14 -3.492 -0.896 -3.260  -0.192
C15 -2.189 -0.154 -2.978  -0.218
O7 -1.037 -0.763 -3.535  -0.214
C16 -0.757 -0.418 -4.880  -0.085
H27 -2.422 -1.273 -8.632  0.087
H28 -3.198 -2.041 -7.238  0.078
H29 -4.185 -1.454 -8.604  0.086
H30 -5.335 -0.474 -6.911  0.121
H31 -4.953 1.248 -7.027  0.120
H32 -5.223 0.734 -4.700  0.123
H33 -3.522 1.104 -5.040  0.107
H34 -3.259 -1.362 -5.214  0.068
H35 -3.356 -1.931 -2.939  0.120
H36 -4.279 -0.475 -2.627  0.120
H37 -2.034 -0.177 -1.894  0.113
H38 -2.237 0.905 -3.257  0.111
H39 -1.080 0.598 -5.119  0.090
H40 -1.216 -1.126 -5.576  0.074
H41 0.324 -0.482 -5.019  0.087
C17 -2.094 5.337 -2.559  -0.116
O8 -1.317 4.382 -3.256  -0.202
C18 -0.082 4.886 -3.755  -0.218
C19 1.094 4.286 -3.013  -0.218
N4 1.173 4.781 -1.645  -0.050
C20 2.138 4.070 -0.806  -0.194
C21 1.882 2.593 -0.528  -0.223
O9 0.742 2.343 0.273  -0.180
C22 -0.487 2.271 -0.422  -0.099
H42 -3.067 4.889 -2.363  0.087
H43 -1.641 5.606 -1.599  0.080
H44 -2.240 6.242 -3.156  0.086
H45 -0.055 5.979 -3.719  0.120
H46 -0.020 4.585 -4.805  0.119
H47 2.017 4.550 -3.539  0.123
H48 0.982 3.194 -3.051  0.104
H49 0.262 4.708 -1.212  0.068
H50 2.168 4.586 0.156  0.121
H51 3.133 4.179 -1.249  0.117
H52 2.732 2.216 0.047  0.126
H53 1.847 1.993 -1.446  0.108
H54 -0.363 1.883 -1.438  0.080
H55 -0.982 3.246 -0.457  0.075
H56 -1.141 1.595 0.131  0.082



Entry 3:
C23H25F3NO4SSr as an isolated structure. Source: the OMol25 dataset; level of theory: ωB97M-V/def2-TZVPD.

Kohn-Sham gap: 5.953 eV
max |F|: 2.0 eV/Å
HOMO energy: -3.60 eV
net charge: -1
E: -53763.8647 eV
lowest unoccupied orbital energy: 2.3520 eV

Each line ends with the natural charge from an NBO analysis.
Cartesian coordinates (Å):
C1 0.239 0.447 3.427  -0.424
C2 -0.819 0.302 2.489  -0.363
C3 -0.774 -1.021 1.965  -0.396
H1 -1.589 1.050 2.271  0.225
C4 0.307 -1.708 2.604  -0.420
C5 0.938 -0.794 3.497  -0.427
H2 0.524 -2.774 2.512  0.208
C6 0.625 2.331 -1.026  -0.441
C7 -0.580 2.222 -0.267  -0.422
C8 -1.457 1.352 -0.967  -0.295
H3 -0.803 2.750 0.659  0.197
C9 -0.834 0.978 -2.186  -0.156
C10 0.487 1.510 -2.176  -0.370
H4 -1.498 -1.464 1.281  0.241
H5 1.755 -1.037 4.181  0.209
H6 0.440 1.338 4.023  0.211
H7 1.236 1.345 -2.952  0.194
H8 -2.446 1.024 -0.647  0.196
H9 1.469 2.983 -0.807  0.211
Sr1 1.588 0.259 0.929  1.840
C11 -1.485 0.297 -3.373  -0.045
C12 -1.028 0.974 -4.671  -0.592
C13 -3.014 0.408 -3.317  -0.613
H10 -1.352 2.019 -4.700  0.215
H11 -1.475 0.457 -5.527  0.179
H12 0.059 0.938 -4.792  0.207
H13 -3.315 1.462 -3.331  0.211
H14 -3.413 -0.057 -2.415  0.239
H15 -3.456 -0.081 -4.193  0.180
C14 -0.995 -1.192 -3.432  -0.490
C15 -1.565 -2.159 -2.396  0.689
H16 0.106 -1.200 -3.322  0.233
H17 -1.210 -1.599 -4.439  0.198
O1 -2.292 -1.809 -1.461  -0.618
N1 -1.197 -3.454 -2.652  -0.628
C16 -1.375 -4.594 -1.756  -0.223
H18 -0.485 -3.581 -3.361  0.390
C17 -2.437 -4.464 -0.703  -0.029
C18 -2.095 -4.769 0.614  -0.204
H19 -1.089 -5.144 0.816  0.203
C19 -2.999 -4.540 1.660  -0.230
H20 -2.686 -4.720 2.689  0.214
C20 -4.284 -4.070 1.363  -0.166
H21 -4.992 -3.866 2.173  0.200
C21 -4.665 -3.867 0.032  -0.231
H22 -5.663 -3.492 -0.214  0.208
C22 -3.757 -4.102 -1.007  -0.165
H23 -4.077 -3.969 -2.040  0.211
H24 -0.413 -4.772 -1.262  0.188
H25 -1.565 -5.473 -2.385  0.197
F1 5.952 0.847 1.551  -0.310
C23 5.182 0.095 0.746  0.694
F2 5.943 -0.807 0.102  -0.311
F3 4.313 -0.626 1.580  -0.364
S1 4.122 1.086 -0.409  2.312
O2 3.360 1.924 0.556  -1.033
O3 4.989 1.768 -1.322  -0.910
O4 3.223 0.028 -0.942  -1.024



Entry 4:
A 3-piece molecular cluster, C3H6N2O overall. Source: the OMol25 dataset; level of theory: ωB97M-V/def2-TZVPD.

Kohn-Sham gap: 9.944 eV
max |F|: 1.1 eV/Å
HOMO energy: -10.50 eV
E: -8232.7819 eV
lowest unoccupied orbital energy: -0.5566 eV

Each line ends with the natural charge from an NBO analysis.
Cartesian coordinates (Å):
H1 -1.821 0.726 -0.896  0.351
N1 -1.052 1.342 -0.620  -0.489
C1 0.060 0.932 -1.069  -0.003
C2 0.225 -0.250 -1.904  0.188
N2 0.334 -1.194 -2.564  -0.259
H2 0.970 1.480 -0.825  0.211
H3 -1.620 0.861 1.568  -0.012
H4 -1.438 0.261 1.969  0.011
C3 1.088 -1.043 1.080  0.264
O1 0.522 -0.921 2.135  -0.487
H5 0.775 -1.783 0.319  0.121
H6 1.958 -0.410 0.807  0.104



Entry 5:
A single C4H9NO molecule. Source: the OMol25 dataset; level of theory: ωB97M-V/def2-TZVPD.

Kohn-Sham gap: 10.619 eV
max |F|: 0.4 eV/Å
HOMO energy: -9.71 eV
E: -7832.2981 eV
lowest unoccupied orbital energy: 0.9129 eV

Each line ends with the natural charge from an NBO analysis.
Cartesian coordinates (Å):
C1 0.899 1.394 0.337  -0.597
C2 0.336 0.077 -0.197  -0.310
C3 0.915 -1.116 0.575  -0.598
C4 -1.185 0.081 -0.066  0.679
N1 -1.865 -0.466 -1.115  -0.828
O1 -1.753 0.540 0.909  -0.621
H1 0.834 1.415 1.429  0.221
H2 0.339 2.254 -0.043  0.218
H3 1.948 1.507 0.044  0.206
H4 0.598 -0.023 -1.260  0.194
H5 0.585 -2.078 0.168  0.208
H6 2.010 -1.092 0.543  0.211
H7 0.604 -1.063 1.624  0.220
H8 -1.394 -0.906 -1.887  0.393
H9 -2.871 -0.523 -1.061  0.403



Entry 6:
A single C12H12N2O2S molecule. Source: the OMol25 dataset; level of theory: ωB97M-V/def2-TZVPD.

Kohn-Sham gap: 8.351 eV
max |F|: 5.1 eV/Å
HOMO energy: -8.76 eV
E: -30546.3877 eV
lowest unoccupied orbital energy: -0.4092 eV

Each line ends with the natural charge from an NBO analysis.
Cartesian coordinates (Å):
C1 -3.388 -3.476 1.982  -0.611
C2 -2.319 -2.441 1.503  -0.514
S1 -2.059 -2.376 -0.317  0.231
C3 -1.381 -0.772 -0.646  -0.356
C4 -2.253 0.271 -1.058  0.348
O1 -3.456 -0.173 -1.571  -0.661
C5 -1.706 1.636 -1.406  -0.039
N1 -0.398 1.868 -1.448  -0.141
N2 0.454 0.926 -0.855  -0.260
C6 1.752 1.426 -0.564  0.103
C7 2.596 2.051 -1.493  -0.179
C8 3.881 2.470 -1.225  -0.237
C9 4.356 2.187 0.047  -0.185
C10 3.592 1.549 1.048  -0.217
C11 2.348 1.079 0.652  -0.181
C12 -0.012 -0.359 -0.459  0.598
O2 0.731 -1.250 -0.076  -0.610
H1 -3.411 -4.376 1.418  0.213
H2 -4.396 -3.053 1.919  0.210
H3 -3.285 -3.694 3.073  0.224
H4 -1.302 -2.600 1.940  0.235
H5 -2.826 -1.540 1.815  0.220
H6 -3.332 -1.118 -1.577  0.490
H7 -2.267 2.295 -1.931  0.211
H8 2.151 2.239 -2.501  0.222
H9 4.508 2.962 -1.966  0.226
H10 5.388 2.486 0.297  0.206
H11 4.018 1.437 1.967  0.212
H12 2.017 0.346 1.434  0.241